Record 1
Formula: C48H132N12O12
Source: the OMol25 dataset
Level of theory: ωB97M-V/def2-TZVPD

Calculated values
Structure (SMILES): COC[C@H](C)N.COC[C@H](C)N.COC[C@H](C)N.COC[C@H](C)N.COC[C@H](C)N.COC[C@H](C)N.COC[C@H](C)N.COC[C@H](C)N.COC[C@H](C)N.COC[C@H](C)N.COC[C@H](C)N.COC[C@H](C)N
ΔE to the lowest compared entry with this formula, charge and spin: 104.2 kcal/mol
Kohn-Sham gap: 9.1 eV
LUMO energy: 0.43 eV
Calculated total energy: -3467.620559 Eh

ORCA input file:
```
! RIJCOSX wB97M-V def2-TZVPD def2/J DEFGRID3
* xyz 0 1
C 0.206 3.516 -1.695
O 1.452 3.554 -1.084
C 1.500 2.759 0.078
C 0.765 3.376 1.232
C 1.375 4.793 1.505
N 0.917 2.494 2.362
H 0.357 3.761 -2.774
H -0.385 4.280 -1.197
H -0.216 2.520 -1.593
H 0.986 1.786 -0.071
H 2.522 2.660 0.357
H -0.283 3.535 0.951
H 2.349 4.616 2.076
H 0.737 5.309 2.227
H 1.425 5.438 0.607
H 0.485 2.892 3.202
H 0.480 1.563 2.252
C 3.473 -3.333 3.785
O 4.224 -2.180 3.755
C 3.814 -1.148 4.681
C 4.906 -0.144 4.757
C 4.629 0.705 5.937
N 4.980 0.676 3.521
H 2.630 -3.327 4.516
H 4.125 -4.188 4.066
H 2.978 -3.536 2.794
H 2.883 -0.786 4.289
H 3.572 -1.523 5.670
H 5.876 -0.701 4.853
H 4.361 0.186 6.826
H 3.748 1.334 5.729
H 5.534 1.249 6.168
H 5.181 0.194 2.651
H 4.191 1.233 3.366
C -3.602 -4.785 -5.163
O -2.286 -4.442 -4.766
C -1.565 -3.767 -5.703
C -1.550 -2.223 -5.629
C -0.612 -1.683 -6.598
N -1.254 -1.815 -4.260
H -4.075 -5.277 -4.265
H -3.610 -5.450 -6.022
H -4.189 -3.888 -5.333
H -0.517 -3.971 -5.653
H -1.933 -4.051 -6.780
H -2.500 -1.806 -5.884
H -0.789 -2.011 -7.636
H 0.401 -1.972 -6.431
H -0.675 -0.582 -6.584
H -1.216 -0.814 -4.099
H -0.416 -2.254 -3.974
C -3.223 1.344 -4.524
O -3.840 0.135 -4.082
C -4.468 0.269 -2.851
C -4.418 -1.041 -1.988
C -5.188 -0.810 -0.658
N -3.062 -1.455 -1.720
H -3.014 1.199 -5.549
H -2.259 1.539 -3.935
H -3.861 2.244 -4.406
H -3.920 1.056 -2.220
H -5.524 0.637 -2.957
H -4.900 -1.796 -2.533
H -5.174 -1.736 -0.121
H -6.209 -0.596 -0.841
H -4.716 -0.023 -0.048
H -2.628 -0.869 -1.004
H -2.464 -1.498 -2.543
C 2.558 -5.030 -2.993
O 1.362 -5.745 -3.150
C 1.648 -7.102 -3.427
C 0.347 -7.887 -3.308
C -0.593 -7.587 -4.575
N -0.408 -7.777 -2.049
H 2.367 -4.054 -2.513
H 3.033 -4.931 -3.997
H 3.308 -5.662 -2.487
H 2.082 -7.125 -4.383
H 2.350 -7.581 -2.767
H 0.610 -8.953 -3.470
H -1.422 -8.332 -4.495
H -0.036 -7.735 -5.532
H -0.970 -6.571 -4.678
H 0.235 -7.895 -1.273
H -0.751 -6.857 -1.920
C -1.631 0.941 0.780
O -0.524 0.147 1.149
C -0.069 -0.799 0.175
C 1.036 -1.589 0.773
C 2.224 -0.790 1.370
N 1.500 -2.418 -0.302
H -2.523 0.253 0.711
H -1.441 1.480 -0.116
H -1.720 1.684 1.665
H -0.870 -1.517 -0.149
H 0.365 -0.243 -0.670
H 0.623 -2.214 1.562
H 3.068 -1.452 1.693
H 1.965 -0.158 2.222
H 2.667 -0.132 0.605
H 2.437 -2.797 -0.170
H 0.852 -3.082 -0.612
C 4.155 5.058 -3.079
O 5.038 5.397 -2.010
C 5.133 4.536 -0.835
C 6.131 3.389 -1.080
C 6.355 2.445 0.079
N 7.388 3.993 -1.509
H 3.076 4.773 -2.819
H 4.531 4.211 -3.686
H 3.987 6.011 -3.596
H 5.577 5.210 -0.067
H 4.150 4.119 -0.462
H 5.670 2.824 -1.907
H 7.211 1.821 -0.186
H 5.489 1.836 0.278
H 6.624 2.972 1.012
H 7.138 4.721 -2.191
H 7.986 3.323 -1.934
C -0.193 -0.853 8.907
O 0.272 -1.436 7.725
C -0.543 -1.208 6.578
C 0.115 -0.242 5.453
C 0.474 1.113 6.067
N -0.946 -0.262 4.440
H -1.157 -1.255 9.231
H -0.304 0.277 8.759
H 0.506 -1.044 9.697
H -0.780 -2.180 6.098
H -1.453 -0.659 6.782
H 0.966 -0.779 5.048
H 0.878 0.910 7.055
H -0.394 1.738 6.247
H 1.179 1.599 5.384
H -1.427 0.604 4.540
H -0.589 -0.341 3.477
C -3.359 -8.250 1.056
O -2.318 -7.246 1.073
C -2.395 -6.382 -0.063
C -1.282 -5.344 0.135
C -1.412 -4.463 1.427
N -1.052 -4.411 -1.046
H -4.299 -7.792 1.129
H -3.193 -8.860 1.929
H -3.327 -8.910 0.191
H -2.234 -7.015 -0.957
H -3.336 -5.849 -0.096
H -0.375 -5.876 0.345
H -1.828 -4.948 2.294
H -1.946 -3.549 1.285
H -0.373 -4.129 1.629
H -1.753 -3.642 -1.007
H -1.128 -4.886 -1.899
C -3.662 2.201 3.992
O -2.407 2.795 4.239
C -2.513 3.849 5.193
C -2.753 5.275 4.636
C -1.632 5.661 3.612
N -2.634 6.164 5.762
H -3.486 1.424 3.259
H -4.274 2.938 3.534
H -4.158 1.892 4.937
H -3.328 3.650 5.875
H -1.596 3.918 5.865
H -3.686 5.161 4.103
H -0.603 5.761 4.020
H -1.993 6.414 2.925
H -1.468 4.878 2.919
H -3.531 6.350 6.247
H -2.270 7.054 5.424
C 5.182 0.505 -6.019
O 4.583 0.351 -4.782
C 3.267 0.838 -4.902
C 2.496 0.521 -3.583
C 3.154 0.939 -2.314
N 2.302 -0.975 -3.649
H 5.275 1.544 -6.409
H 4.697 -0.133 -6.778
H 6.217 0.211 -5.990
H 3.191 1.886 -5.102
H 2.744 0.273 -5.627
H 1.500 1.013 -3.527
H 2.473 0.784 -1.491
H 3.387 2.005 -2.412
H 4.059 0.367 -2.198
H 1.697 -1.279 -2.894
H 1.892 -1.218 -4.495
C -4.003 7.939 0.783
O -4.207 6.512 0.798
C -4.923 6.103 -0.300
C -5.166 4.579 -0.203
C -3.785 3.830 -0.113
N -5.810 4.157 -1.392
H -3.775 8.036 1.873
H -4.960 8.463 0.483
H -3.157 8.133 0.097
H -5.909 6.558 -0.274
H -4.384 6.388 -1.225
H -5.665 4.406 0.792
H -3.209 4.253 0.744
H -3.257 3.993 -1.064
H -3.977 2.756 0.056
H -6.213 3.216 -1.321
H -6.549 4.731 -1.731
*
```

***

Record 2
Formula: C48H144O48
Source: the OMol25 dataset
Level of theory: ωB97M-V/def2-TZVPD

Calculated values
ΔE to the lowest compared entry with this formula, charge and spin: 20.8 kcal/mol
Kohn-Sham gap: 9.6 eV
LUMO energy: 0.20 eV
Calculated total energy: -5526.447625 Eh

ORCA input file:
```
! RIJCOSX wB97M-V def2-TZVPD def2/J DEFGRID3
* xyz 0 1
C -22.811 0.282 -0.991
C -23.511 -0.374 -2.127
O -22.642 -0.095 -3.280
O -23.381 0.266 0.304
H -22.716 1.333 -1.244
H -21.854 -0.120 -0.926
H -24.494 0.038 -2.345
H -23.591 -1.475 -1.975
H -23.146 0.221 -4.029
H -22.915 0.935 0.729
C -28.329 6.467 2.349
C -29.505 7.100 1.618
O -30.785 6.605 1.951
O -28.245 6.744 3.815
H -27.372 6.706 1.898
H -28.526 5.391 2.210
H -29.428 7.088 0.503
H -29.421 8.201 1.878
H -30.722 5.835 2.568
H -27.934 7.653 3.824
C -25.746 2.491 1.283
C -25.356 2.970 -0.090
O -25.779 4.355 -0.285
O -25.163 3.372 2.267
H -25.415 1.465 1.450
H -26.836 2.612 1.326
H -25.893 2.395 -0.857
H -24.233 2.872 -0.234
H -25.229 4.970 0.232
H -25.907 3.701 2.873
C -30.165 3.318 4.395
C -29.003 2.749 3.519
O -27.717 3.260 3.844
O -30.383 4.704 3.988
H -29.931 3.124 5.437
H -31.035 2.719 4.267
H -29.323 3.066 2.560
H -29.136 1.663 3.642
H -27.321 2.870 4.606
H -29.708 5.288 4.390
C -34.396 7.109 1.214
C -35.613 6.750 0.373
O -35.608 5.334 0.206
O -33.128 6.789 0.562
H -34.356 6.539 2.124
H -34.362 8.161 1.502
H -35.456 7.189 -0.602
H -36.568 7.092 0.860
H -36.115 5.141 -0.575
H -32.412 6.849 1.231
C -22.737 5.809 -1.510
C -21.423 5.160 -1.117
O -21.430 3.727 -1.325
O -22.946 5.704 -2.921
H -22.894 6.812 -1.141
H -23.495 5.160 -1.000
H -21.210 5.289 -0.072
H -20.626 5.648 -1.676
H -21.817 3.514 -2.178
H -23.890 5.644 -3.094
C -31.224 11.097 -4.443
C -30.644 10.225 -5.569
O -29.592 9.410 -5.218
O -32.244 11.929 -5.018
H -30.380 11.739 -3.992
H -31.573 10.444 -3.653
H -30.378 10.846 -6.461
H -31.467 9.617 -5.987
H -30.021 8.537 -4.916
H -32.403 12.701 -4.475
C -20.173 3.523 2.067
C -21.703 3.174 2.003
O -21.865 2.195 0.974
O -19.378 2.336 2.179
H -19.947 4.103 2.994
H -19.895 4.076 1.138
H -22.187 4.097 1.834
H -21.914 2.753 2.970
H -21.822 2.692 0.124
H -19.577 1.776 1.423
C -28.217 10.413 -0.837
C -29.388 11.340 -0.635
O -29.484 12.389 -1.580
O -27.051 11.152 -0.607
H -28.332 10.046 -1.876
H -28.268 9.593 -0.128
H -29.304 11.832 0.302
H -30.316 10.854 -0.635
H -28.797 13.053 -1.446
H -26.478 10.854 -1.321
C -26.986 10.077 2.284
C -25.861 10.990 2.772
O -25.084 11.445 1.700
O -26.546 9.054 1.448
H -27.606 10.799 1.731
H -27.637 9.773 3.066
H -25.162 10.371 3.410
H -26.157 11.885 3.345
H -25.697 11.878 1.045
H -26.112 9.610 0.750
C -28.422 3.167 -9.651
C -26.893 3.159 -9.407
O -26.470 4.517 -9.221
O -29.078 3.714 -8.550
H -28.769 2.151 -9.779
H -28.656 3.718 -10.550
H -26.302 2.784 -10.202
H -26.761 2.547 -8.504
H -26.790 4.836 -8.337
H -29.394 4.599 -8.695
C -23.454 4.962 -7.546
C -23.417 5.729 -6.218
O -24.745 5.913 -5.678
O -24.101 5.705 -8.556
H -23.831 3.939 -7.403
H -22.458 4.699 -7.811
H -22.913 6.711 -6.338
H -22.749 5.285 -5.515
H -24.695 6.708 -5.109
H -24.822 5.251 -9.022
C -27.088 11.521 -4.799
C -26.783 11.507 -6.298
O -25.565 10.800 -6.694
O -27.464 10.259 -4.156
H -27.930 12.255 -4.614
H -26.192 11.767 -4.206
H -26.552 12.550 -6.565
H -27.636 11.078 -6.801
H -24.872 10.878 -6.033
H -28.232 9.815 -4.584
C -31.198 8.060 -2.308
C -32.708 8.066 -2.123
O -33.278 6.760 -2.161
O -30.725 7.482 -3.540
H -30.817 7.454 -1.432
H -30.731 9.038 -2.246
H -33.154 8.601 -2.935
H -32.911 8.652 -1.222
H -33.294 6.386 -1.261
H -31.011 6.533 -3.581
C -23.526 0.492 -6.731
C -23.126 1.246 -7.922
O -21.757 1.594 -7.871
O -23.525 1.249 -5.454
H -22.957 -0.412 -6.576
H -24.552 0.169 -6.769
H -23.746 2.111 -8.032
H -23.293 0.552 -8.740
H -21.574 2.297 -8.524
H -22.660 1.715 -5.301
C -26.067 2.827 -4.024
C -26.703 2.743 -5.398
O -27.805 1.764 -5.307
O -25.779 1.480 -3.537
H -26.744 3.158 -3.202
H -25.176 3.511 -3.959
H -25.912 2.479 -6.091
H -27.115 3.703 -5.641
H -27.342 1.106 -4.701
H -24.984 1.173 -4.029
C -27.935 0.000 -0.227
C -28.457 0.572 -1.562
O -29.918 0.563 -1.405
O -28.371 0.718 0.895
H -26.821 0.093 -0.168
H -28.229 -1.047 -0.205
H -28.094 -0.050 -2.392
H -28.084 1.595 -1.588
H -30.236 0.838 -2.307
H -29.320 0.929 0.839
C -23.814 9.099 -3.737
C -24.404 8.948 -2.328
O -25.670 9.507 -2.223
O -24.751 8.348 -4.586
H -22.818 8.669 -3.817
H -23.793 10.119 -4.016
H -23.798 9.362 -1.543
H -24.495 7.934 -2.027
H -26.079 9.499 -3.118
H -25.055 8.823 -5.336
C -19.972 3.959 -4.735
C -20.169 2.643 -4.059
O -21.560 2.389 -3.909
O -20.432 5.053 -3.921
H -20.513 3.882 -5.710
H -18.910 4.103 -4.909
H -19.644 2.626 -3.055
H -19.714 1.835 -4.701
H -21.699 1.532 -3.441
H -21.387 5.132 -3.919
C -24.198 7.533 3.433
C -23.730 7.527 1.971
O -24.268 6.340 1.362
O -23.674 6.284 3.899
H -25.303 7.539 3.510
H -23.793 8.384 3.929
H -22.673 7.458 1.971
H -24.023 8.415 1.394
H -24.016 5.577 1.910
H -23.960 6.071 4.789
C -28.116 6.848 -6.641
C -28.431 7.644 -7.858
O -29.069 6.761 -8.785
O -27.069 5.920 -7.013
H -28.925 6.187 -6.342
H -27.828 7.450 -5.815
H -27.498 8.049 -8.212
H -29.183 8.454 -7.831
H -28.311 6.241 -9.076
H -26.224 6.149 -6.549
C -31.678 3.722 -4.659
C -31.003 2.495 -5.228
O -30.318 1.747 -4.254
O -30.782 4.795 -4.334
H -32.165 3.346 -3.723
H -32.471 4.105 -5.341
H -30.355 2.756 -6.068
H -31.825 1.877 -5.700
H -29.396 1.993 -4.396
H -30.575 4.691 -3.389
C -30.870 3.760 0.508
C -31.384 4.333 -0.751
O -30.527 4.043 -1.855
O -30.906 2.339 0.419
H -31.486 4.107 1.329
H -29.851 4.121 0.819
H -31.606 5.402 -0.792
H -32.315 3.802 -1.037
H -29.684 4.419 -1.652
H -30.508 2.104 -0.465
C -26.954 6.012 -3.078
C -27.792 6.481 -2.031
O -28.265 5.339 -1.241
O -25.635 5.740 -2.548
H -26.904 6.858 -3.800
H -27.406 5.155 -3.608
H -28.717 6.869 -2.442
H -27.212 7.259 -1.446
H -27.502 4.939 -0.880
H -25.760 5.052 -1.848
*
```